Formula: C3H6IN2O
Source: the OMol25 dataset
Level of theory: ωB97M-V/def2-TZVPD

```
13
C3H6IN2O ωB97M-V/def2-TZVPD
N 0.07570 1.23643 0.39914
C 1.05509 0.11899 0.32550
I 2.33621 0.25060 2.04968
C 0.04709 -1.31881 -0.08151
N 0.47510 -1.01585 -1.39806
C 1.44444 -0.13169 -1.19919
O 2.23442 0.45617 -1.84694
H -0.89227 0.96280 0.59327
H 0.15584 1.69464 -0.55353
H 0.43755 1.96744 1.11555
H 0.37211 -2.24065 0.20941
H -0.91933 -1.18449 0.13944
H 0.14991 -1.38014 -2.23735
```

ΔE to the lowest compared entry with this formula, charge and spin   2.076 eV
Charge   +1
Orbital gap   9.85 eV
Multiplicity   1
F_max   5.2 eV/Å

Formula: C33H35Cl2F4IN5O12S2
Source: the OMol25 dataset
Level of theory: ωB97M-V/def2-TZVPD

```
94
C33H35Cl2F4IN5O12S2 ωB97M-V/def2-TZVPD
C -2.45045 0.16199 -3.03858
C -2.19766 -0.70427 -4.25923
Cl -3.57408 -0.59112 -5.40636
C -0.91210 -0.38511 -5.08213
Cl 0.06901 -1.84422 -5.28672
N -0.10479 0.72490 -4.60166
C 1.06755 0.60710 -3.71387
C 0.87831 1.22913 -2.33291
C 1.92859 0.69459 -1.35321
S 2.25705 1.90093 -0.04363
C 1.54657 1.17807 1.44424
S 2.53689 0.74749 2.64113
N 0.13436 1.05942 1.61172
C -0.35306 -0.30252 1.51172
C -0.43885 -0.99940 0.31285
C -0.89606 -2.30623 0.30394
C -1.27659 -2.93445 1.48357
C -1.17984 -2.23508 2.68017
C -0.73172 -0.92520 2.68945
C -0.66609 2.06916 0.99897
C -1.88202 1.79577 0.37644
C -2.63705 2.82699 -0.17165
C -2.19461 4.14008 -0.12674
C -0.98897 4.41752 0.51024
C -0.24531 3.39933 1.07874
C -0.43862 1.93392 -5.03665
N 0.23905 3.06687 -4.76745
C -0.41878 4.02379 -5.39184
N -1.49315 3.57153 -6.04084
I -2.88337 4.50906 -7.17465
N -1.51928 2.21893 -5.80339
H -3.49541 0.06859 -2.75376
H -1.86197 -0.21625 -2.20400
H -2.24006 1.21727 -3.19599
H -2.13679 -1.73757 -3.93503
H -1.23393 -0.13367 -6.08890
H 1.34870 -0.43687 -3.63179
H 1.89609 1.11909 -4.20359
H 1.01801 2.30613 -2.39727
H -0.12635 1.06728 -1.94851
H 2.88009 0.55963 -1.86936
H 1.65014 -0.27030 -0.93944
H -0.17169 -0.52577 -0.61855
H -0.98591 -2.84590 -0.63170
H -1.64308 -3.94972 1.50234
H -1.45337 -2.72502 3.60305
H -0.67506 -0.39465 3.62411
H -2.27224 0.78992 0.32984
H -3.59010 2.59643 -0.62915
H -2.77324 4.94174 -0.56250
H -0.62581 5.43351 0.57598
H 0.68289 3.63673 1.57964
H -0.16191 5.07228 -5.41825
H -2.26316 1.62714 -6.15062
C -1.75244 -5.37171 6.60554
C -1.08544 -6.72632 6.47671
O -1.10451 -6.93512 5.07074
C -1.10800 -5.72096 4.47336
O -0.88134 -5.52812 3.32215
O -1.39520 -4.75205 5.36352
F -1.78553 -7.70711 7.08400
H -2.83645 -5.47502 6.66174
H -1.39443 -4.78193 7.44360
H -0.05221 -6.76099 6.82490
C 3.74307 6.15197 -6.03009
C 3.83957 4.95559 -5.10521
O 3.37050 5.48354 -3.87948
C 2.52253 6.51180 -4.15930
O 1.76761 6.99635 -3.38925
O 2.64246 6.87397 -5.46168
F 5.10710 4.51795 -4.95228
H 4.64688 6.75927 -5.97705
H 3.53645 5.89223 -7.06424
H 3.21019 4.10848 -5.39051
C 1.10623 -5.76894 0.90270
C 2.51298 -5.22343 1.00620
O 3.28902 -6.40135 1.08788
C 2.60679 -7.39844 0.44806
O 3.07590 -8.43247 0.12150
O 1.32578 -7.01805 0.23312
F 2.70058 -4.48072 2.12385
H 0.67228 -5.94565 1.88465
H 0.43879 -5.13662 0.32370
H 2.84394 -4.64041 0.14365
C -0.70393 2.13094 7.20348
C 0.28023 1.14473 7.79804
O -0.29568 -0.10208 7.44296
C -1.02360 0.08297 6.31106
O -1.42626 -0.78886 5.61513
O -1.20996 1.40000 6.08037
F 0.35459 1.23647 9.14397
H -1.51705 2.33718 7.90029
H -0.25019 3.06282 6.88028
H 1.28798 1.20112 7.38371
```

ΔE to the lowest compared entry with this formula, charge and spin   0.000 eV
Charge   +1
Orbital gap   5.36 eV
Multiplicity   1
F_max   1.8 eV/Å

Formula: C37H53HgN4O2P2
Source: the OMol25 dataset
Level of theory: ωB97M-V/def2-TZVPD

```
99
C37H53HgN4O2P2 ωB97M-V/def2-TZVPD
C 0.76816 1.43298 -2.02162
C -1.26148 1.64309 -0.89437
C 0.51845 2.58240 -2.77602
C -1.61685 2.74243 -1.68613
C -0.70083 3.23382 -2.61407
H 1.27575 2.90551 -3.48652
H -2.59761 3.19852 -1.54005
H -0.94750 4.10943 -3.21045
N -0.05335 1.05666 -1.04315
P 1.76146 -1.18598 -1.78889
P -1.44486 0.64160 1.76156
C 2.00309 0.56811 -2.28232
H 2.26970 0.62239 -3.35025
H 2.85512 0.98974 -1.72325
C 1.33742 -3.07478 1.46553
O 0.83119 -3.67000 2.31363
C -2.17169 1.07413 0.12770
H -3.13805 1.57980 0.20347
C -2.84902 -0.24986 2.72524
C -1.11581 2.35108 2.51872
C 0.82609 -1.97971 -3.23308
C 3.49275 -1.87204 -1.53756
C -2.58116 -1.76599 2.64583
H -1.58226 -2.01535 3.02911
H -3.32901 -2.28501 3.26590
H -2.65731 -2.14824 1.62198
C -2.81826 0.13814 4.20937
H -1.84198 -0.07251 4.66305
H -3.08512 1.18803 4.37656
H -3.56547 -0.47481 4.73621
C -4.24217 0.04389 2.15415
H -4.97508 -0.49096 2.77864
H -4.50248 1.10834 2.19069
H -4.35568 -0.31841 1.12579
C -0.35440 2.14155 3.84369
H 0.39080 1.34036 3.75072
H 0.18145 3.06838 4.09265
H -1.01865 1.91166 4.68311
C -0.19065 3.15346 1.59066
H 0.72353 2.59654 1.35343
H -0.68640 3.44247 0.65813
H 0.10429 4.07669 2.11272
C -2.44325 3.11806 2.71303
H -3.29562 2.69843 2.16370
H -2.71376 3.18827 3.77487
H -2.31668 4.14825 2.34875
C 3.37610 -3.34583 -1.10765
H 4.37242 -3.69017 -0.78931
H 2.68513 -3.46790 -0.25625
H 3.05545 -3.99215 -1.93500
C 4.18266 -1.09009 -0.40654
H 4.34634 -0.03489 -0.66042
H 3.61412 -1.13877 0.52730
H 5.17024 -1.54170 -0.22155
C 4.35296 -1.74282 -2.80337
H 5.40212 -1.91345 -2.51799
H 4.10418 -2.49484 -3.56086
H 4.29113 -0.74164 -3.25275
C -0.48561 -1.21650 -3.49269
H -0.99101 -1.68373 -4.35383
H -1.16109 -1.29435 -2.63267
H -0.32240 -0.15791 -3.73037
C 0.45098 -3.42254 -2.85296
H -0.14308 -3.44962 -1.92938
H -0.16447 -3.84181 -3.66300
H 1.32650 -4.06977 -2.73332
C 1.63691 -1.96335 -4.53705
H 1.99209 -0.95822 -4.80082
H 2.48517 -2.65553 -4.51588
H 0.97123 -2.29868 -5.34676
Hg 0.34131 -1.04441 0.31354
N -1.75748 -1.55617 -0.39793
C -2.58184 -0.64935 -0.59950
C -3.83399 -0.68093 -1.37009
C -4.26367 -1.97350 -1.67318
C -4.56391 0.43349 -1.81021
C -5.46566 -2.17569 -2.34907
H -3.63218 -2.80713 -1.35315
C -5.76687 0.23143 -2.49685
H -4.19483 1.44320 -1.63210
C -6.22505 -1.06807 -2.75454
H -5.80054 -3.19408 -2.55156
H -6.34692 1.09594 -2.83051
H -7.17107 -1.22027 -3.27584
N 5.78117 2.99841 2.20895
C 4.73804 2.47260 1.50574
O 4.55596 2.71477 0.30743
C 3.82553 1.55531 2.25680
C 4.07317 1.01540 3.52994
C 3.24655 -0.00734 3.99029
C 2.21761 -0.48100 3.17045
N 1.97049 0.03727 1.95521
C 2.69796 1.10218 1.55539
H 6.43297 3.58394 1.71148
H 6.00751 2.73475 3.15410
H 4.89701 1.38076 4.14158
H 3.38744 -0.47065 4.96358
H 1.57617 -1.30360 3.49724
H 2.42024 1.54841 0.59505
```

ΔE to the lowest compared entry with this formula, charge and spin   0.102 eV
Charge   +1
Orbital gap   6.71 eV
Multiplicity   1
F_max   4.1 eV/Å

Formula: C11H29ClNO4SSi2
Source: the OMol25 dataset
Level of theory: ωB97M-V/def2-TZVPD

```
49
C11H29ClNO4SSi2 ωB97M-V/def2-TZVPD
C -1.67694 -2.27292 -2.16316
C -1.79593 -2.14604 -0.63660
C -2.53430 -3.40947 -0.10856
C -0.43059 -2.04378 0.05828
Si 0.69583 -0.60660 -0.37282
C 1.09529 -0.40396 -2.20260
C 0.33385 0.76475 -2.85859
C 0.27266 0.63575 -4.40419
C -1.15507 0.70734 -4.95896
S -1.50967 -0.64155 -6.07143
O -0.91195 -1.84251 -5.59708
O -1.27707 -0.24820 -7.42141
Cl -3.54470 -0.77698 -5.85310
O 0.07906 0.81083 0.20613
Si 0.79616 1.55580 1.53918
N 0.33332 3.20474 1.66844
H -2.54257 -2.78319 -2.58036
H -1.55219 -1.30595 -2.64745
H -0.79958 -2.87706 -2.39951
H -2.42743 -1.28872 -0.40254
H -2.46591 -4.20803 -0.84754
H -3.58344 -3.20905 0.09869
H -2.05304 -3.77576 0.79648
H -0.62432 -1.93046 1.12930
H 0.11187 -2.98456 -0.07082
H 1.98369 -0.86191 0.31792
H 0.89730 -1.32188 -2.75729
H 2.16750 -0.22354 -2.30695
H 0.84002 1.69050 -2.60235
H -0.68910 0.77829 -2.48519
H 0.83887 1.44952 -4.85548
H 0.77058 -0.27962 -4.71336
H -1.92526 0.69196 -4.19221
H -1.31035 1.60606 -5.55186
H 2.26803 1.48083 1.42249
H 0.39342 0.78616 2.73037
H -0.31537 3.54584 0.97538
H 0.05559 3.45062 2.61353
C 1.47108 0.51670 5.82179
C 2.05072 1.92263 5.53508
C 2.31044 2.60590 6.89774
O 1.21162 2.65637 4.77267
H 0.51249 0.60907 6.34022
H 1.30699 -0.01835 4.88343
H 2.14196 -0.09583 6.44547
H 3.07004 1.73890 5.09617
H 1.36635 2.73460 7.43450
H 2.75737 3.59035 6.74147
H 2.99270 2.02239 7.53668
```

Charge   -1
Orbital gap   4.51 eV
Multiplicity   1
F_max   1.3 eV/Å

Formula: C31H72N9O8
Source: the OMol25 dataset
Level of theory: ωB97M-V/def2-TZVPD

```
120
C31H72N9O8 ωB97M-V/def2-TZVPD
C -2.75347 -0.74057 1.48916
C -1.86069 0.00169 2.48872
O -1.25360 1.13335 1.86017
C 0.12218 1.26388 2.13776
C 0.95833 0.20216 1.40702
O 1.48229 -0.73056 2.35682
C 2.17209 -1.83009 1.81870
C 3.60653 -1.81958 2.38217
N 4.09278 -3.23857 2.38687
C 3.38574 -4.04612 3.44380
N 3.49956 -5.43664 3.03811
C 1.92075 -3.52624 3.48560
N 1.59290 -3.11955 2.13024
C 0.16696 -3.24315 1.75436
C 0.02940 -4.35622 0.69707
C 0.47349 -3.91707 -0.71930
C 1.39693 -4.99328 -1.32861
C -0.72337 -3.65832 -1.64148
H -2.27939 -0.80528 0.50360
H -2.99873 -1.74488 1.85097
H -3.69999 -0.20357 1.37014
H -2.48042 0.33764 3.33057
H -1.10259 -0.67231 2.91593
H 0.31414 1.18385 3.21566
H 0.41379 2.25466 1.77735
H 0.30370 -0.29688 0.67766
H 1.76191 0.67366 0.82144
H 2.23107 -1.74249 0.72558
H 4.27610 -1.18910 1.79748
H 3.61703 -1.49681 3.42681
H 5.08864 -3.24522 2.61836
H 4.01011 -3.67648 1.46840
H 3.89135 -3.90808 4.40280
H 3.24320 -5.53915 2.05982
H 2.84412 -6.00382 3.56200
H 1.25540 -4.31501 3.83970
H 1.85391 -2.70486 4.22077
H -0.24278 -2.30557 1.37064
H -0.44974 -3.54161 2.61024
H 0.74180 -5.13169 1.01762
H -0.98523 -4.76509 0.68366
H 1.07493 -2.99729 -0.64761
H 1.46790 -4.88484 -2.41523
H 2.41073 -4.93831 -0.90922
H 1.01880 -6.00141 -1.11558
H -1.40019 -4.51927 -1.61198
H -0.39332 -3.49471 -2.66482
H -1.26182 -2.76627 -1.30512
C -0.24790 -0.37428 -2.51687
O 0.12825 -1.26087 -3.26677
N -0.44070 0.89737 -2.89028
C -0.91466 1.92355 -1.97952
C -0.15957 1.25746 -4.27097
H -0.46807 -0.55072 -1.44865
H -1.85355 2.33861 -2.35340
H -0.17295 2.71877 -1.90338
H -1.08893 1.50005 -0.99157
H -0.78341 0.67222 -4.94788
H 0.88477 1.05361 -4.50833
H -0.36127 2.31559 -4.41213
C 1.22806 4.96807 -0.99276
O 1.61477 4.05290 -1.70341
N 1.07337 6.23537 -1.40043
C 0.60881 7.28347 -0.51216
C 1.38649 6.57119 -2.78162
H 0.96850 4.82153 0.06999
H -0.31632 7.71903 -0.89365
H 1.35887 8.07143 -0.43223
H 0.42106 6.87360 0.47853
H 0.76274 5.98791 -3.46020
H 2.42938 6.33834 -2.99524
H 1.21303 7.63254 -2.94748
C 1.15587 -2.15130 -8.63548
O 0.61683 -2.15434 -9.72376
N 0.55105 -2.49642 -7.48090
C 1.23913 -2.47057 -6.20435
C -0.84135 -2.90661 -7.52610
H 2.21062 -1.85572 -8.49854
H 1.24298 -3.47120 -5.76454
H 0.73461 -1.78924 -5.51869
H 2.26778 -2.14242 -6.34353
H -0.95799 -3.77949 -8.16923
H -1.45894 -2.10506 -7.93290
H -1.17690 -3.14809 -6.52013
C -3.10938 -4.57846 2.84563
O -3.49406 -4.43753 1.69957
N -3.74711 -4.14857 3.94364
C -3.19220 -4.33001 5.27025
C -5.02390 -3.46872 3.78909
H -2.14594 -5.06838 3.08466
H -3.87416 -4.91209 5.89284
H -3.02546 -3.35499 5.73077
H -2.24142 -4.85612 5.20431
H -5.74332 -4.12570 3.30047
H -4.90470 -2.57822 3.17145
H -5.39887 -3.18227 4.76794
C -0.25820 -0.81455 5.59392
O -1.37697 -1.28932 5.65219
N 0.50001 -0.51029 6.66318
C 1.82459 0.06012 6.52763
C -0.03785 -0.75930 7.99281
H 0.23817 -0.58542 4.63307
H 2.56994 -0.59305 6.98754
H 1.87161 1.03670 7.01195
H 2.06538 0.18348 5.47194
H -0.26723 -1.81804 8.11443
H -0.95876 -0.19513 8.13751
H 0.69244 -0.45837 8.73935
C -0.46721 10.22217 -3.72967
O 0.74613 10.15539 -3.79522
N -1.30759 9.77858 -4.68379
C -2.74717 9.88756 -4.55717
C -0.74128 9.17603 -5.87967
H -0.98903 10.66612 -2.86477
H -3.20821 8.89834 -4.58893
H -3.15592 10.49068 -5.36973
H -2.99975 10.36120 -3.61064
H -0.14176 8.30389 -5.61627
H -0.09316 9.88817 -6.39027
H -1.54532 8.87487 -6.54630
```

ΔE to the lowest compared entry with this formula, charge and spin   0.000 eV
Charge   +1
Orbital gap   7.28 eV
Multiplicity   1
F_max   1.7 eV/Å

Formula: C25H43BN6O3STa
Source: the OMol25 dataset
Level of theory: ωB97M-V/def2-TZVPD

```
80
C25H43BN6O3STa ωB97M-V/def2-TZVPD
Ta -0.76356 -0.24058 -0.36701
C 1.31924 4.51032 1.32539
C 0.59114 3.63582 0.39289
C -0.06216 4.02862 -0.77651
C -0.54896 2.88312 -1.37891
N -0.24436 1.81022 -0.57821
N 0.48024 2.29962 0.49539
B 1.36014 1.35662 1.33629
N 2.07974 0.42552 0.34609
N 1.35714 -0.38998 -0.51001
C 2.29404 -1.11948 -1.21591
C 3.55684 -0.74528 -0.80941
C 3.39404 0.23142 0.18359
C 4.44644 0.93662 0.93839
C 1.91544 -2.16188 -2.23371
C 3.17214 -2.79068 -2.85351
C 1.09644 -3.25348 -1.53211
C 1.07474 -1.51258 -3.33841
N 0.51704 0.45463 2.24709
N -0.20856 -0.58898 1.71569
C -0.59876 -1.38338 2.75309
C -0.13026 -0.82028 3.92969
C 0.56974 0.33502 3.58489
C 1.24174 1.27302 4.50129
C -1.42736 -2.64078 2.68219
C -2.85866 -2.24298 3.09099
C -1.40176 -3.29298 1.29619
C -0.88846 -3.67938 3.68079
C -1.24156 2.82642 -2.71251
C -1.06026 1.45072 -3.35781
C -2.72446 3.17272 -2.50311
C -0.62866 3.86772 -3.66791
H 1.01184 5.54282 1.17869
H 2.39234 4.46512 1.13499
H 1.15144 4.22892 2.36009
H -0.13626 5.03322 -1.13571
H 2.13224 1.97112 1.96129
H 4.49204 -1.12148 -1.17171
H 5.43104 0.60102 0.62129
H 4.34794 0.75192 2.00809
H 4.38164 2.01442 0.78779
H 3.77614 -3.28728 -2.10051
H 3.77804 -2.04228 -3.35451
H 2.88494 -3.53288 -3.59271
H 1.64974 -3.66348 -0.69021
H 0.88894 -4.06617 -2.22501
H 0.13614 -2.84518 -1.18211
H 1.61174 -0.68098 -3.78861
H 0.11174 -1.16248 -2.93631
H 0.87064 -2.23867 -4.12241
H -0.26016 -1.19048 4.92509
H 0.92364 1.07442 5.52139
H 1.00844 2.30463 4.25129
H 2.32484 1.15302 4.46999
H -3.21756 -1.39978 2.49979
H -2.88266 -1.94528 4.13589
H -3.52606 -3.09358 2.97879
H -1.82416 -2.65478 0.51559
H -2.00356 -4.20008 1.32299
H -0.38316 -3.58798 1.04389
H -0.91166 -3.31798 4.70229
H 0.13184 -3.96488 3.43809
H -1.50846 -4.57128 3.64259
H -1.58866 0.65662 -2.81661
H 0.00254 1.22672 -3.46491
H -1.49396 1.46942 -4.35531
H -3.21546 2.47732 -1.83011
H -3.24146 3.13222 -3.45661
H -2.82656 4.17452 -2.09691
H 0.42224 3.66872 -3.86341
H -0.72406 4.87713 -3.28381
H -1.16196 3.83772 -4.61591
C -4.57496 -1.66108 -0.26251
S -3.26756 -0.57208 -0.74161
O -2.59566 0.07422 0.43679
O -3.62686 0.38502 -1.71121
O -2.04666 -1.35148 -1.25291
H -5.50876 -1.11468 -0.38391
H -4.44716 -1.97548 0.76889
H -4.56746 -2.51428 -0.93491
```

ΔE to the lowest compared entry with this formula, charge and spin   1.236 eV
Charge   +3
Orbital gap   6.13 eV
Multiplicity   1
F_max   7.3 eV/Å